C3H2Br3O2 | ωB97M-V with the def2-TZVPD basis set

energy relative to the best compared isomer or geometry (same formula, charge and spin) = 0.245 eV
LUMO energy = 2.9 eV
highest occupied orbital energy = -5.04 eV
charge = -1
energy = -217367.555 eV

```
10
Properties=species:S:1:pos:R:3:mulliken_charge:R:1
C 0.37 -1.37 1.42 0.6638
C -0.43 0.00 -1.12 -0.9939
C 0.17 1.22 -1.04 0.3242
O 1.34 -0.72 1.11 -0.4603
O 0.09 -2.52 1.66 -0.5561
Br -1.33 0.03 2.14 -0.5694
Br 2.02 1.43 -1.10 -0.1258
Br -0.74 2.81 -0.97 -0.0812
H 0.00 -0.92 -1.20 0.5173
H -1.48 0.05 -0.89 0.2813
```

C5H6N | ωB97M-V with the def2-TZVPD basis set

energy relative to the best compared isomer or geometry (same formula, charge and spin) = 5.556 eV
LUMO energy = -8.4 eV
SMILES = C[C@H]1C#[N+]C=C1
highest occupied orbital energy = -15.82 eV
charge = +1
energy = -6759.622 eV

```
12
Properties=species:S:1:pos:R:3:mulliken_charge:R:1
C -1.09 0.36 0.95 0.0810
C 0.24 -1.12 -0.06 -0.3436
C -1.00 -1.60 0.14 -0.2875
C 0.27 0.35 0.48 0.5441
C 0.63 1.48 -0.53 -1.2668
N -1.71 -0.67 0.89 -0.0487
H 0.95 -1.67 -0.60 0.4201
H -1.54 -2.56 -0.15 0.3936
H 0.76 0.50 1.39 0.3484
H 0.78 2.46 -0.28 0.4205
H 0.05 1.31 -1.35 0.4102
H 1.64 1.15 -0.89 0.3288
```

C5H9NS2 | ωB97M-V with the def2-TZVPD basis set

energy relative to the best compared isomer or geometry (same formula, charge and spin) = 2.470 eV
LUMO energy = 0.7 eV
SMILES = CC1(C)CSC(S)=N1
highest occupied orbital energy = -8.98 eV
energy = -28489.166 eV

```
17
Properties=species:S:1:pos:R:3:mulliken_charge:R:1
C -2.44 0.16 -0.02 0.3226
C -0.12 -1.54 0.10 -0.7752
C -0.16 0.32 0.05 1.0555
C 0.71 0.69 1.27 -1.3037
C 0.42 0.77 -1.31 -1.3273
N -1.53 1.01 0.07 -0.5701
S -1.99 -1.62 -0.07 -0.1667
S -4.15 0.71 0.15 -0.1902
H 0.46 -1.79 -0.74 0.4100
H -0.15 -2.10 1.04 0.4164
H 0.04 0.84 2.18 0.3436
H 1.28 1.54 1.10 0.3459
H 1.30 -0.23 1.62 0.2691
H 0.69 1.77 -1.18 0.3983
H -0.21 0.41 -2.21 0.3075
H 1.36 0.20 -1.60 0.3287
H -4.82 -0.31 -0.39 0.1354
```

C5H11N2O | ωB97M-V with the def2-TZVPD basis set

energy relative to the best compared isomer or geometry (same formula, charge and spin) = 3.810 eV
LUMO energy = -4.2 eV
highest occupied orbital energy = -13.87 eV
charge = +1
energy = -10381.796 eV

```
19
Properties=species:S:1:pos:R:3:mulliken_charge:R:1
C -3.09 -0.51 0.13 0.1613
C 1.00 -0.88 -0.99 -0.3978
C 1.75 -1.56 0.12 -0.3760
C 1.28 -0.18 0.31 0.2968
C 0.78 2.30 0.48 -0.7369
N -1.84 -0.35 0.25 -0.4679
N 1.40 0.97 0.82 -0.1551
O -3.75 -0.58 -0.99 -0.4699
H -3.81 -0.52 1.05 0.2665
H 1.51 -0.79 -1.96 0.2964
H -0.07 -1.13 -1.04 0.2234
H 1.37 -2.33 0.80 0.2759
H 2.88 -1.51 0.05 0.2628
H 1.43 3.09 0.88 0.3096
H 0.72 2.29 -0.59 0.3063
H -0.15 2.34 0.93 0.3386
H -1.56 -0.31 1.17 0.1715
H -3.28 -0.72 -1.86 0.3499
H 2.00 0.99 1.71 0.3447
```

- The lowest energy relative to the best compared isomer or geometry (same formula, charge and spin) belongs to which entry?
  C3H2Br3O2